ORCA calculation (ωB97M-V/def2-TZVPD) on the molecule C6H13NO2Si at a distorted geometry.

Geometry (Å):
Si 2.71539 -1.13231 0.28169
O 1.40899 -1.94261 -0.17386
O -3.67643 0.41496 -0.34515
N 0.41377 -0.80861 -1.35998
C -2.95477 -0.46249 0.51464
C 2.63140 1.86290 0.11608
C -1.40048 -0.39655 0.14594
C 2.05136 0.51501 -0.21447
C 0.94191 0.39784 -0.94158
C -0.93211 -1.10763 -1.09441
H -3.23706 -1.45679 0.50208
H -1.01177 0.62800 -0.05916
H 2.17211 2.52470 -0.61090
H 2.48198 2.12131 1.15190
H 3.86748 -1.28965 -0.43518
H 3.64372 1.77614 -0.11547
H -3.18313 -0.00969 1.49597
H 0.59039 1.38213 -1.27443
H -0.95964 -2.19774 -0.98902
H 2.91633 -1.44003 1.70975
H -4.63428 0.06239 -0.42089
H -0.93209 -0.76860 1.03485
H -1.61026 -0.76386 -1.93084

Properties
Energy above the lowest of the compared OMol25 structures with the same formula, charge and spin: 143.2 kcal/mol
Net charge: 0
Gap between HOMO and LUMO (spin up / spin down): 7.873 / 7.872 eV